Below is a structure of composition C35H36CoN8O2P2 in a non-equilibrium geometry, with properties calculated with wB97M-V/def2-TZVPD.

```
84
Properties=species:S:1:pos:R:3:forces:R:3:lowdin_spin:R:1
Co -0.787444 -0.249981 -1.011931 1.18 -0.42 -0.92 1.023
N -4.082130 -0.341836 -1.619921 0.03 -0.05 -0.06 -0.001
N -4.143050 -1.549461 -2.321539 0.04 0.11 0.08 0.000
C -3.070907 -2.318587 -2.551872 0.15 -0.02 0.06 0.003
N -3.268507 -3.432557 -3.240754 0.12 0.01 0.08 0.001
N -1.886146 -1.878399 -2.063861 -0.14 -0.07 -0.02 0.021
N -0.783796 -2.652938 -2.164543 -0.02 -0.01 -0.19 -0.002
O 0.229003 -2.063795 -1.721295 -0.43 0.17 0.18 -0.005
O -0.732082 -3.788065 -2.595226 -0.23 0.38 0.04 -0.004
H -4.427634 -0.473087 -0.674009 -0.02 -0.02 0.06 0.000
H -4.672646 0.326866 -2.098249 -0.05 0.04 -0.05 0.000
H -5.041721 -1.897665 -2.615287 -0.10 -0.03 0.01 0.000
H -4.182032 -3.679511 -3.584486 0.01 0.00 -0.01 0.000
H -2.504522 -4.076308 -3.354878 0.12 -0.12 -0.05 0.000
N -1.759421 1.603482 -0.926011 0.07 -0.31 -0.03 0.000
C -0.899019 2.587930 -1.568263 -0.18 -0.11 0.13 0.002
C -1.014117 3.949121 -1.347338 -0.07 0.06 0.07 0.000
C -0.137667 4.815057 -1.985819 0.05 -0.03 -0.05 0.000
C 0.877694 4.317727 -2.798789 0.00 0.10 0.05 0.000
C 1.021228 2.953111 -2.987395 0.18 -0.11 -0.05 0.000
C 2.246320 2.331363 -3.599946 0.03 -0.12 0.13 0.000
C 2.099997 0.846332 -4.020378 0.05 0.11 0.02 -0.001
C 0.949453 0.153476 -3.389293 0.05 0.01 -0.09 -0.001
N 0.101448 0.685659 -2.598663 -0.31 0.12 0.38 0.003
C 0.089701 2.102057 -2.403430 0.06 -0.19 -0.09 0.001
H -2.070814 1.939170 -0.020281 0.05 -0.03 0.10 0.001
H -2.590635 1.426672 -1.486510 -0.01 0.02 0.04 0.000
H -1.782740 4.330817 -0.683280 0.04 -0.01 -0.06 0.000
H -0.231100 5.881504 -1.830695 0.01 -0.02 0.00 0.000
H 1.588630 4.997763 -3.256726 -0.05 -0.04 0.05 0.000
H 2.662357 2.952006 -4.390792 0.00 -0.01 0.00 0.000
H 2.128170 0.616064 -5.086374 -0.01 0.02 0.01 0.000
H 0.866494 -0.914950 -3.562760 0.05 0.05 0.06 0.000
C 1.911243 -1.292638 2.401815 -0.17 0.12 0.08 0.000
N 0.921490 -0.608406 1.542921 0.19 -0.21 -0.22 -0.001
P -0.556447 -1.282175 1.046834 -0.51 0.94 0.52 -0.050
C -1.982048 -0.586909 1.958128 0.10 -0.10 0.20 -0.008
C -3.208078 -1.243469 1.809524 -0.02 0.01 -0.05 -0.005
C -4.362395 -0.707612 2.361690 0.01 -0.01 -0.04 0.001
C -4.306552 0.490941 3.066954 0.03 0.04 0.02 -0.005
C -3.092846 1.145429 3.221297 -0.01 -0.02 -0.02 0.000
C -1.934616 0.608682 2.664507 -0.01 -0.05 -0.03 -0.004
C -0.525133 -2.994024 1.603007 -0.05 -0.06 -0.29 -0.012
C -0.865864 -3.269827 2.929912 0.02 -0.05 -0.03 -0.003
C -0.816310 -4.573048 3.393986 0.00 -0.04 0.03 -0.001
C -0.439621 -5.605197 2.540902 0.00 0.00 0.03 -0.001
C -0.094631 -5.334655 1.225057 0.00 0.04 -0.02 0.000
C -0.132988 -4.029040 0.753546 0.08 -0.03 0.06 -0.002
P 1.218108 0.892566 0.752458 -0.18 -0.15 0.00 0.032
C 2.081670 1.899649 2.003232 -0.11 -0.04 -0.05 0.011
C 1.331657 2.664813 2.896964 0.00 0.11 0.02 0.002
C 1.954343 3.377404 3.912157 0.00 -0.02 -0.03 0.000
C 3.336921 3.342172 4.035414 -0.04 0.01 -0.01 0.001
C 4.092580 2.601876 3.136186 0.03 0.00 -0.02 0.001
C 3.470841 1.886657 2.122994 0.05 -0.04 0.09 0.003
C 2.470080 0.686383 -0.560942 0.09 -0.25 0.19 0.000
C 2.785785 1.826699 -1.175616 0.08 0.21 -0.12 -0.002
C 3.359140 1.898753 -2.557339 -0.11 -0.04 -0.03 0.000
C 3.437322 0.503884 -3.241884 -0.12 -0.03 0.09 0.001
C 3.420199 -0.699723 -2.332677 -0.02 0.07 -0.19 0.001
C 2.906437 -0.617135 -1.107196 -0.12 0.07 0.05 0.000
H 1.728762 -1.088533 3.456774 -0.01 0.03 0.01 0.000
H 2.906053 -0.931195 2.151677 0.02 0.03 -0.03 0.000
H 1.887297 -2.368564 2.244649 -0.02 -0.02 -0.04 0.000
H -3.253101 -2.195038 1.285145 0.00 0.03 0.03 0.000
H -5.304994 -1.234821 2.266723 0.05 0.01 0.01 0.000
H -5.204582 0.899212 3.513615 0.04 -0.01 -0.03 0.000
H -3.043083 2.066440 3.790493 0.01 -0.05 -0.04 0.000
H -0.986656 1.110692 2.794139 0.04 0.00 0.07 0.000
H -1.165687 -2.471052 3.597733 -0.01 -0.03 -0.02 0.000
H -1.074693 -4.785676 4.423544 0.01 0.00 -0.03 0.000
H -0.409987 -6.623253 2.908186 0.00 0.03 -0.01 0.000
H 0.211904 -6.136277 0.565219 -0.01 0.02 0.02 0.000
H 0.178774 -3.824053 -0.261930 0.01 -0.05 0.11 0.000
H 0.255429 2.738351 2.795562 0.01 -0.04 -0.04 0.000
H 1.360029 3.967217 4.598916 0.03 -0.01 -0.03 0.000
H 3.824964 3.900875 4.824626 -0.02 -0.03 -0.04 0.000
H 5.171937 2.581288 3.221953 -0.04 0.00 0.00 0.000
H 4.074794 1.318872 1.426931 -0.01 0.00 -0.01 0.000
H 2.519370 2.778515 -0.717429 -0.01 -0.03 -0.04 0.000
H 4.258059 2.515149 -2.584894 0.02 -0.03 -0.04 0.000
H 4.254817 0.442866 -3.955095 0.03 0.01 -0.02 0.000
H 3.805685 -1.642244 -2.711318 -0.05 0.09 0.04 0.000
H 2.832253 -1.499859 -0.478456 0.05 0.09 -0.01 0.000
```
Forces are in eV/Å.

Its net charge is +2. The value obtained for the energy above the lowest of the compared OMol25 structures with the same formula, charge and spin is 109.7 kcal/mol. As for the expectation value of S²: 1.039. For the energy, the calculation gives -4008.7506 a.u. The calculation puts the largest force on an atom at 1.55 eV/Å. As for the multiplicity: 2. The calculation puts the gap between HOMO and LUMO (spin up / spin down) at 6.90 / 7.14 eV.